Entry 1:
A structure of composition C4H7NO2S2. Source: the Open Molecules 2025 dataset; level of theory: wB97M-V/def2-TZVPD.

```
16
Properties=species:S:1:pos:R:3:forces:R:3
C -0.95697 -1.35227 -1.42201 3.69 -1.11 0.33
C -0.73531 -0.23104 -0.81055 4.60 -0.32 -0.29
C -1.47121 0.85653 -0.25878 0.55 1.19 -1.88
C 1.31416 -0.50590 1.53242 0.60 1.29 0.22
N -1.20954 2.15118 -0.63731 1.28 -1.04 -0.86
O -2.34267 0.47981 0.46261 -2.09 0.49 2.13
O 2.14844 -1.07875 -0.96965 0.24 -0.69 -0.66
S 2.21760 1.82015 -0.22123 -0.85 -1.48 -0.42
S 1.46396 -0.03969 -0.25046 -1.29 1.22 1.33
H -0.12178 -2.13059 -1.58205 -1.18 1.49 0.21
H -1.86965 -1.59354 -1.80728 -2.55 -0.60 -0.81
H 0.35876 -0.88089 1.59663 -2.46 -1.17 -0.06
H 1.93360 -1.30953 2.00179 0.30 1.17 -0.89
H 1.19171 0.47428 2.05319 0.91 -0.88 -0.14
H -0.39178 2.38841 -1.32469 -2.17 -0.40 2.37
H -1.66594 2.75484 0.03204 0.41 0.85 -0.57
```
Positions in Å, forces in eV/Å.

Computed properties:
Net charge: 0
Spin multiplicity: 1

***

Entry 2:
An isolated molecule of C4H7NO2S2. Source: the Open Molecules 2025 dataset; level of theory: wB97M-V/def2-TZVPD.

```
16
Properties=species:S:1:pos:R:3:forces:R:3
C 1.42210 -0.02100 1.09889 2.77 -1.04 -0.04
C 0.36011 -0.66615 1.62711 -2.38 -3.33 2.26
C 2.65989 -0.53675 0.98157 1.51 -1.81 0.25
C -1.21586 1.02690 0.26215 -0.98 0.94 0.47
N -2.06136 -0.21785 -1.86110 -2.84 -1.28 -2.36
O -0.70528 1.81974 -2.09278 -0.07 -0.76 -0.07
O 0.33196 -0.27122 -1.29581 3.16 -2.51 -0.04
S -1.18855 -0.02042 1.54653 0.24 -0.63 0.36
S -0.74362 0.59168 -1.34263 -3.21 3.00 0.05
H 1.19719 0.97578 0.97368 0.09 2.52 -0.73
H 0.47036 -1.64114 2.25805 -0.35 1.87 -1.37
H 2.87026 -1.69217 1.01207 -0.65 2.42 0.10
H 3.57815 0.08330 0.93070 -0.90 -0.36 -0.36
H -2.04362 1.77789 0.36434 0.99 -0.81 -0.43
H -2.49367 -0.04060 -2.79176 1.11 0.84 1.01
H -2.43806 -1.16797 -1.67101 1.52 0.94 0.90
```
Positions in Å, forces in eV/Å.

Computed properties:
Net charge: 0
Spin multiplicity: 1

***

Entry 3:
An isolated molecule of C4H7NO2Si. Source: the Open Molecules 2025 dataset; level of theory: wB97M-V/def2-TZVPD.

```
15
Properties=species:S:1:pos:R:3:forces:R:3
C 0.44449 -1.25393 -2.19512 1.50 -0.47 0.30
C 0.93103 -1.82138 -0.97956 0.12 -0.21 -1.72
C -0.18775 -0.09838 -2.18830 -0.89 1.19 0.86
C 0.65334 -1.14072 0.22047 -0.80 -0.74 -0.22
N -0.06737 -0.08460 0.27610 0.18 0.08 -2.25
O -0.27370 1.11689 -2.51754 -0.45 1.62 -0.40
O 1.02842 -1.76561 1.35542 0.26 1.65 2.18
Si -0.89155 0.97491 1.26281 1.31 -2.39 2.19
H 0.50789 -1.61297 -3.27037 0.23 -0.07 1.55
H 1.48504 -2.74237 -1.02643 -0.14 -0.15 0.26
H 0.47760 1.78786 -2.60677 -0.21 -1.77 0.25
H 0.88374 -1.04675 2.07680 0.33 -2.03 -1.49
H -2.25694 0.96254 1.00762 -1.90 0.07 -0.20
H -0.26483 2.14645 1.03992 0.98 3.20 -0.53
H -0.54880 0.72076 2.76534 -0.54 0.01 -0.77
```
Positions in Å, forces in eV/Å.

Computed properties:
Net charge: 0
Spin multiplicity: 1

***

Entry 4:
An isolated molecule of C4H7NO3. Source: the Open Molecules 2025 dataset; level of theory: wB97M-V/def2-TZVPD.

```
15
Properties=species:S:1:pos:R:3:forces:R:3
C -0.88968 1.72792 -0.04630 -0.27 -0.02 0.09
C -0.53190 0.46664 0.07975 1.44 0.29 1.05
C -0.82780 -0.63108 -0.82686 0.81 -0.74 0.15
N -0.04008 -1.05864 -1.74139 -1.07 0.22 -1.38
O 0.81290 -0.08107 -2.27410 0.09 -0.01 0.76
C 0.48904 -0.02079 1.24392 -1.51 1.26 -1.18
O -0.30528 -0.65882 2.20066 -0.35 -0.34 0.17
O 1.49538 -0.81460 0.76305 -0.07 -1.22 -1.64
H -1.52534 2.05138 -0.85681 -0.05 0.03 -0.07
H -0.60624 2.47016 0.68152 0.17 0.12 0.10
H -1.58550 -1.34385 -0.52347 0.13 -0.27 0.05
H 1.14478 -0.47894 -3.08926 -0.07 -0.20 0.29
H 0.93818 0.89130 1.66020 0.05 -0.19 -0.04
H 0.25357 -1.18629 2.78356 0.13 0.08 -0.10
H 1.17797 -1.33330 -0.05445 0.58 0.98 1.75
```
Positions in Å, forces in eV/Å.

Computed properties:
Net charge: 0
Spin multiplicity: 1

***

Entry 5:
A cluster of 2 separate species, C4H7NO3 in total. Source: the Open Molecules 2025 dataset; level of theory: wB97M-V/def2-TZVPD.

```
15
Properties=species:S:1:pos:R:3:forces:R:3
C -0.70593 1.29519 0.26600 -1.76 5.66 -1.37
C -0.03387 0.29188 0.81860 0.63 -4.93 -0.06
C 1.90858 1.71804 -0.64384 -0.07 0.15 -0.02
C -0.10700 -2.16626 0.73925 0.09 -0.78 0.43
N -0.18416 -0.95032 -0.06386 0.38 0.87 1.10
O 1.91182 2.75047 -0.15040 0.17 1.30 0.70
O 2.00149 0.71551 -1.20208 0.18 -1.39 -0.81
O -1.44912 1.20641 -0.95311 0.25 -1.08 0.69
H -0.72119 2.26152 0.74674 -0.30 0.05 -0.05
H -0.39622 -3.04835 0.16842 0.06 0.09 -0.14
H 0.90965 -2.28481 1.10992 -0.04 0.05 -0.07
H -0.76748 -2.05118 1.59844 -0.01 0.05 -0.11
H -1.07472 -0.88362 -0.56805 0.21 0.06 0.13
H 0.56934 -0.91220 -0.75662 0.20 -0.26 -0.44
H -1.86118 2.05773 -1.10941 0.03 0.17 0.02
```
Positions in Å, forces in eV/Å.

Computed properties:
Net charge: 0
Spin multiplicity: 3

***

Entry 6:
A cluster of 2 separate species, C4H7NO3 in total. Source: the Open Molecules 2025 dataset; level of theory: wB97M-V/def2-TZVPD.

```
15
Properties=species:S:1:pos:R:3:forces:R:3
C -0.33043 -1.76369 0.23297 0.48 -0.42 2.62
C 1.41298 -0.10005 0.22867 -0.37 -1.47 -0.37
C -0.82816 0.94989 1.10760 1.28 1.50 -0.10
C 0.00458 0.38346 0.00510 -0.38 0.03 -0.55
N -0.31670 0.65417 -1.35212 -0.29 -0.04 -0.54
O 1.92799 -0.26424 1.30127 0.00 0.59 0.36
O -0.52130 -2.20473 -0.84358 -0.60 -0.46 -2.11
O 1.98220 -0.51770 -0.92577 -0.25 1.53 -0.27
H -0.32276 -1.94887 1.32117 -0.11 0.78 -0.90
H -1.51465 0.26415 1.53270 -1.05 -0.67 -0.13
H -0.28349 1.31409 1.97656 0.71 -0.26 -0.13
H -1.27705 1.85556 0.72525 -0.81 0.07 -0.11
H 1.47131 0.02186 -1.58538 0.72 -0.81 0.01
H -0.85406 1.44789 -1.70702 0.10 -0.01 1.33
H -0.55046 -0.09180 -2.01742 0.56 -0.36 0.90
```
Positions in Å, forces in eV/Å.

Computed properties:
Net charge: 0
Spin multiplicity: 3

***

Entry 7:
A structure of composition C4H7NO3. Source: the Open Molecules 2025 dataset; level of theory: wB97M-V/def2-TZVPD.

```
15
Properties=species:S:1:pos:R:3:forces:R:3
C -1.10647 -0.53520 -0.32628 -1.23 2.31 1.05
C -0.86875 -1.89043 -0.19224 0.04 -4.15 -0.63
C 0.09058 1.99708 0.34376 1.11 -0.76 1.79
C 0.37458 0.53220 0.57355 1.53 1.38 -1.86
N 1.35782 -0.02583 -0.25078 0.15 -1.04 1.87
O 1.83287 -1.15102 0.20286 -0.04 0.29 0.23
O -1.87012 0.21569 -0.77502 -0.81 0.55 -1.26
O 1.70514 0.46157 -1.32164 0.14 1.15 -1.77
H 0.15806 -2.10564 -0.46962 0.41 0.04 -0.04
H -0.83788 -2.02644 0.90471 -0.34 -0.67 -0.46
H -1.52227 -2.62699 -0.82351 0.61 1.48 1.39
H 0.98112 2.45110 -0.06643 1.03 0.01 0.57
H -0.43906 2.14233 -0.53646 -2.00 0.11 -1.25
H -0.26271 2.53920 1.23990 -0.07 -0.41 -0.71
H 0.40709 0.02238 1.49718 -0.54 -0.29 1.09
```
Positions in Å, forces in eV/Å.

Computed properties:
Net charge: 0
Spin multiplicity: 3

***

Entry 8:
A structure of composition C4H7NO3S. Source: the Open Molecules 2025 dataset; level of theory: wB97M-V/def2-TZVPD.

```
16
Properties=species:S:1:pos:R:3:forces:R:3
C -1.23051 -1.01679 0.18487 -0.73 -1.58 2.16
C -1.27774 -2.59703 0.24328 2.27 2.17 -0.15
C 1.41742 2.33069 0.07940 -0.43 1.48 0.86
C -0.07866 -0.37094 -0.49695 -0.02 1.59 1.22
N 1.17985 -0.80997 -0.27234 1.95 -0.37 0.55
O -2.00727 -0.36304 0.87511 0.73 -0.60 -1.35
O 2.10378 -0.19228 -0.85432 -1.36 -1.13 0.09
O -1.15938 2.52256 0.29763 -0.80 0.27 -0.20
S -0.13041 1.66475 0.83829 1.63 -0.42 -0.94
H -1.45579 -2.94669 -0.74473 -0.04 -0.48 -0.97
H -2.09392 -2.87970 0.86427 -0.25 -0.33 0.78
H -0.21086 -2.92181 0.54121 -1.86 0.26 -0.19
H 2.06870 1.47842 -0.07267 0.25 0.16 -0.41
H 1.95855 3.08285 0.76047 -1.06 -1.21 -0.61
H 1.08643 2.89971 -0.83246 0.40 -0.88 0.74
H -0.17019 0.11927 -1.41106 -0.69 1.07 -1.59
```
Positions in Å, forces in eV/Å.

Computed properties:
Net charge: 0
Spin multiplicity: 1

***

Entry 9:
An isolated molecule of C4H7NO3S. Source: the Open Molecules 2025 dataset; level of theory: wB97M-V/def2-TZVPD.

```
16
Properties=species:S:1:pos:R:3:forces:R:3
C 0.89158 -1.35175 0.37687 1.36 -0.33 1.64
C 1.33900 0.09607 0.07834 -0.66 0.23 2.22
C -1.56046 0.82496 -0.11185 1.40 0.70 0.96
C -0.64783 0.94805 -1.11434 0.02 -0.11 1.29
N -0.09208 -1.75155 -0.52586 -0.38 -0.51 -1.76
O -1.94072 -1.47787 1.09537 -0.77 -0.03 1.81
O -2.41239 -1.51866 -1.27697 -1.50 -0.34 -1.94
O 0.65316 0.76907 -0.97320 -1.22 0.79 -1.47
S -1.49422 -1.37172 -0.23764 0.53 -0.54 0.76
H 1.74702 -2.10168 0.23294 -0.92 1.30 0.67
H 0.53649 -1.29101 1.46377 0.53 -0.80 -1.28
H 1.32566 0.59246 1.10802 -0.02 0.22 -1.73
H 2.28204 0.13329 -0.35512 2.01 -0.07 -0.10
H -1.34221 1.07685 0.92688 0.35 -0.63 -0.22
H -2.56599 0.89408 -0.35457 -1.69 0.48 -0.56
H -1.06454 1.17804 -2.09478 0.95 -0.35 -0.29
```
Positions in Å, forces in eV/Å.

Computed properties:
Net charge: 0
Spin multiplicity: 1

***

Per-record energy relative to the best compared isomer or geometry (same formula, charge and spin), kcal per mole: 66.4; 88.3; 65.4; 98.6; 78.3; 25.9; 106.5; 108.0; 82.2
Per-record max |F|, eV Å⁻¹: 4.62; 4.68; 3.50; 2.29; 6.08; 2.70; 4.20; 3.14; 2.48